[1]
The following is a DFT calculation (ωB97M-V with the def2-TZVPD basis set) of 12 unconnected molecules or ions with the total composition C6H33NO12 in a non-equilibrium geometry.

## Properties
SMILES: C=CC[C@H](C=O)NC.O.O.O.O.O.O.O.O.O.O.O
E_HOMO in hartree: -0.340
HOMO-LUMO gap in eV: 9.39
M in Da: 311.3
Energy above the lowest of the compared OMol25 structures with the same formula, charge and spin in kJ/mol: 496.0

XYZ file:
```
52
Properties=species:S:1:pos:R:3:forces:R:3
H 1.723 1.270 -0.334 -0.19 -0.42 -0.21
H 1.858 1.941 1.252 0.11 -0.45 0.28
H 1.333 2.628 -3.759 -0.01 -0.14 -0.08
O -0.191 -0.064 4.078 -1.06 -0.85 0.22
H -0.877 -2.542 -0.312 -0.11 0.01 0.74
H 2.632 3.576 -0.627 0.01 0.35 0.70
O 1.424 -0.059 -3.019 -0.90 1.94 -0.70
H 1.550 -3.524 0.282 -0.52 -0.73 0.33
O -3.410 0.078 2.726 -0.35 -0.07 -0.56
H 0.433 -2.345 2.879 -0.77 -0.34 -0.04
H 0.661 -0.642 -3.025 1.13 -1.13 0.29
H 0.723 1.505 -2.894 0.32 0.38 -0.37
H 0.122 -0.012 3.163 0.81 0.71 0.20
H 0.275 1.778 0.581 0.30 0.43 -0.16
H 3.823 -0.834 2.158 -0.04 -0.09 -0.22
H -0.854 -1.807 -2.556 -0.28 -0.69 0.26
H -3.078 0.939 2.460 0.06 0.08 0.13
O 0.814 3.978 -0.874 0.18 0.52 0.52
C -0.013 -2.028 0.125 1.77 0.03 -0.50
O 4.272 -0.049 2.473 0.16 0.23 0.37
H -2.256 0.396 0.352 0.57 -0.57 0.48
H -3.748 -1.203 1.262 0.04 -0.01 0.28
H 0.159 0.610 4.656 0.47 0.30 -0.41
O 0.580 2.429 -3.198 -0.42 0.02 0.29
H -0.697 -3.245 -3.072 -0.14 0.04 -0.08
C -1.217 0.146 0.030 -1.46 1.29 0.36
O -3.296 -1.535 0.476 -0.24 -0.45 -0.03
H 1.820 -0.523 1.102 -0.44 -0.98 0.17
C 0.791 -3.157 2.249 0.05 0.59 0.41
C 0.866 -2.977 0.935 -0.58 -0.22 -0.47
O -0.193 -2.488 -2.767 0.28 0.42 -0.43
H -3.161 -1.292 -1.168 0.51 -0.43 -0.57
N 0.969 -0.016 1.301 -0.47 0.81 -0.94
O -0.917 0.730 -0.984 1.20 -1.08 -0.26
H -3.559 -2.445 0.298 -0.16 0.00 0.38
H 4.467 0.518 1.722 -0.12 -0.12 -0.15
H 0.601 4.371 -1.724 -0.16 -0.38 -0.15
H 0.661 3.032 -0.955 -0.27 0.06 -0.47
O -2.736 -1.723 -1.957 -0.44 0.72 -0.02
O 3.303 3.319 0.032 0.73 -0.52 -0.59
H -1.652 2.142 -2.572 -0.01 0.86 0.08
O -2.611 2.021 -2.527 0.33 -0.20 -0.52
H -2.963 -1.146 -2.692 -0.19 -0.17 -0.18
H -0.722 -1.095 1.801 -1.19 0.45 0.27
H 0.578 -1.883 -0.783 -0.10 0.79 0.10
H 1.092 -4.023 2.819 0.86 0.00 -0.29
H -2.561 1.066 -2.605 -0.66 -0.25 0.16
H 3.246 3.909 0.779 -0.28 0.40 0.01
H -3.285 0.016 3.668 0.25 -0.01 0.46
C 1.240 1.285 0.642 -0.84 0.41 1.04
H 2.303 -0.294 -2.768 0.13 -1.31 0.37
C -0.323 -0.733 0.872 2.14 -0.28 -0.51
```
Positions in Å, forces in eV/Å.

Atom charges from the natural (NBO) analysis, given in e for atoms 1 to 2: atom 1 (H): 0.18, atom 2 (H): 0.22

=====

[2]
The following is a DFT calculation (ωB97M-V with the def2-TZVPD basis set) of 11 unconnected molecules or ions with the total composition C6H34NO10S in a non-equilibrium geometry.

## Properties
E_HOMO in hartree: -0.160
HOMO-LUMO gap in eV: 7.00
M in Da: 312.4
Charge: -1
Energy above the lowest of the compared OMol25 structures with the same formula, charge and spin in kJ/mol: 210.9

XYZ file:
```
52
Properties=species:S:1:pos:R:3:forces:R:3
H -2.985 -1.732 0.964 -0.71 0.59 0.44
H -2.124 -2.162 -1.302 0.13 0.06 0.65
H 1.704 1.625 -2.315 0.03 0.13 0.27
H -0.799 -2.463 0.761 0.36 -0.77 0.09
C -0.941 0.208 1.770 -0.30 -1.93 1.19
O -0.438 2.291 -2.303 0.98 1.25 -1.09
H -1.931 -3.845 1.023 -0.02 0.10 -0.41
H 3.149 1.260 -2.053 0.00 0.42 -0.02
H -1.265 -1.610 -2.332 0.56 0.32 0.06
H 1.720 1.093 1.756 0.44 0.38 0.24
O 0.583 -1.618 -3.405 0.50 -0.72 -0.12
H -1.943 2.610 -1.842 -0.49 0.25 0.71
H -2.631 1.231 -3.299 -0.02 0.21 -0.05
H 1.838 -3.110 -0.868 0.18 -0.02 -0.07
H 1.645 -1.254 1.223 -0.08 -0.19 -1.11
H -0.868 -3.436 2.303 0.32 0.42 0.12
H 0.379 2.803 -1.864 -1.18 -0.12 0.12
H -3.042 -2.380 2.720 -0.89 -0.05 -0.64
N -0.133 1.045 2.675 0.78 0.49 -1.49
H 1.456 -1.663 -2.994 0.08 -0.24 -0.07
H -0.454 1.421 -1.944 0.01 -1.18 0.51
O 0.969 -3.368 -0.538 1.24 -1.33 -0.05
H -1.483 0.780 1.027 -0.36 -0.06 -0.11
O -1.276 -1.700 -1.368 -0.76 -0.40 -0.47
H 2.895 -0.478 -1.455 -0.31 -0.62 -0.20
H 0.597 1.347 -0.188 0.18 -0.62 0.21
H 1.465 -2.905 1.146 -0.36 0.25 -1.51
C -1.828 -0.742 2.622 -0.24 2.22 -0.13
H 0.814 -0.445 4.156 -0.38 0.06 0.13
O -2.778 0.421 -2.812 -0.08 -1.02 -0.24
H -2.635 2.538 -0.447 0.10 0.19 0.08
H -1.195 -1.062 3.454 -0.20 -0.32 -0.29
O 1.575 -2.102 1.641 0.67 0.42 3.26
H -0.739 1.752 3.063 -0.40 0.06 0.22
H 3.831 -1.329 -0.612 0.05 -0.30 0.06
H -0.381 -0.574 1.259 0.96 0.80 -0.39
C -1.416 -2.997 1.474 -1.06 0.88 0.33
O 3.237 -1.396 -1.366 0.11 0.30 0.31
S 1.419 3.529 -0.412 0.18 -0.25 0.53
C 0.481 2.196 0.474 0.07 0.50 -1.10
H -0.586 2.388 0.358 -0.03 0.54 0.55
H -2.552 -0.055 3.093 -0.41 -0.51 -0.02
H 0.366 -0.712 -3.248 -0.32 1.16 -0.08
O 2.301 0.863 -2.275 0.13 -0.07 -0.41
C 0.907 1.813 1.880 -0.64 -0.99 0.08
O -2.839 2.609 -1.382 0.00 0.22 -0.08
H 1.215 2.679 2.458 0.19 0.00 0.05
O 0.619 -1.354 4.437 0.58 0.09 -0.02
H 0.870 -1.828 3.630 0.07 -0.24 -0.07
C -2.476 -1.915 1.908 1.57 -1.54 0.87
H 0.412 -2.713 -0.925 -1.35 0.90 -0.55
H -3.077 0.726 -1.944 0.14 0.30 -0.28
```
Positions in Å, forces in eV/Å.

Atom charges from the natural (NBO) analysis, given in e for atoms 1 to 2: atom 1 (H): 0.19, atom 2 (H): 0.47

=====

[3]
The following is a DFT calculation (ωB97M-V with the def2-TZVPD basis set) of 10 unconnected molecules or ions with the total composition C6H35N2O9 in a non-equilibrium geometry.

## Properties
E_HOMO in hartree: -0.464
HOMO-LUMO gap in eV: 10.14
M in Da: 279.4
Charge: +1
Energy above the lowest of the compared OMol25 structures with the same formula, charge and spin in kJ/mol: 234.9

XYZ file:
```
52
Properties=species:S:1:pos:R:3:forces:R:3
H 0.794 2.602 -3.954 0.27 -0.03 -0.09
H 2.531 -2.241 1.575 -0.13 0.49 0.29
H 0.163 -3.713 1.882 0.53 0.00 -0.69
H 0.816 1.647 4.218 0.12 -0.14 0.15
O -1.754 -0.338 -1.737 0.10 0.09 -0.21
H 1.288 -2.979 3.017 -0.47 -0.25 -0.57
H 0.891 2.612 2.769 0.08 -0.49 -0.08
H -0.525 -0.453 1.054 0.10 -0.55 0.33
C 0.740 0.404 2.430 1.06 1.08 1.05
H -1.942 -1.248 -1.479 -0.25 -0.18 -0.37
H 2.465 -2.532 -0.766 -0.44 -0.40 -0.43
C 0.658 -2.769 2.123 0.93 0.96 1.54
H 0.987 2.510 -1.719 -0.13 0.65 1.01
H 0.762 1.168 0.414 -0.34 0.25 -0.20
H 0.677 -0.775 -3.983 -0.20 0.10 0.51
O -3.311 1.681 -0.816 0.10 -0.24 -0.23
N 1.624 -2.166 1.125 -0.41 -1.99 -0.74
O 1.318 2.248 -3.224 0.10 -0.25 -0.42
H -0.346 -1.881 3.780 -0.68 0.17 -0.71
H -0.251 -0.490 -2.715 -0.27 -0.02 -0.18
O -2.508 2.293 1.661 0.35 0.01 0.34
H -2.615 0.087 -1.851 0.47 0.07 0.27
H -1.068 -2.506 -0.484 0.10 -0.35 0.04
H 1.013 1.322 -3.147 0.05 -0.01 -0.50
H -3.249 2.502 2.234 -0.11 0.04 -0.01
H 0.978 -3.615 -0.348 -0.22 0.59 -0.69
H 1.777 -0.150 0.779 -0.65 0.68 -0.28
H 3.271 0.486 -1.639 0.44 0.17 0.11
H -4.158 1.432 -1.200 -0.14 0.67 -0.01
H 1.581 -0.174 2.939 -1.34 0.54 -0.44
O 0.759 2.825 -0.789 -0.09 -0.44 -0.49
H 2.495 -4.000 0.307 -0.14 0.83 -0.28
C 1.894 -3.120 -0.049 0.43 -0.14 1.90
O -1.614 -2.913 -1.170 0.26 -0.28 0.42
N 1.365 0.759 1.122 1.18 -1.20 0.18
C -0.497 -0.413 2.171 0.44 -0.78 -2.54
H 1.112 3.717 -0.787 -0.01 0.23 0.20
H -2.119 1.792 -3.738 -0.18 -0.15 -0.17
H 1.865 0.094 -1.980 0.25 -0.41 0.75
H -1.457 -3.865 -1.097 -0.16 0.25 -0.09
H -2.996 2.537 -1.136 -0.49 -0.08 -0.21
O -1.317 2.215 -4.050 -0.01 0.16 0.23
O 0.661 -0.462 -3.063 0.10 -0.05 -0.50
C -0.481 -1.835 2.674 0.41 -0.34 0.23
H -0.940 2.598 -3.248 -0.13 0.01 0.05
C 0.454 1.695 3.197 -0.73 0.88 0.59
O 2.453 0.246 -1.202 -0.13 -0.11 -0.80
H 2.138 1.420 1.204 -0.12 -0.01 0.11
H -1.435 -2.261 2.364 -0.12 -0.15 0.48
H -1.441 0.097 2.242 -0.24 0.47 1.26
H -2.879 1.994 0.821 -0.19 -0.08 0.15
H -0.630 1.917 3.268 0.63 -0.29 -0.25
```
Positions in Å, forces in eV/Å.

Atom charges from the natural (NBO) analysis, given in e for atoms 1 to 2: atom 1 (H): 0.50, atom 2 (H): 0.37

=====

Which of these has the highest HOMO-LUMO gap? C6H35N2O9

=====

Look up the energy above the lowest of the compared OMol25 structures with the same formula, charge and spin of the second one. 210.9 kJ/mol